1.
Molecular formula: C5H7FO
Method: DFT, ωB97M-V/def2-TZVPD

Calculated values
ΔE to the lowest compared entry with this formula, charge and spin = 93.6 kcal per mole
HOMO energy (spin up / spin down) = -8.38 / -7.60 eV
DFT total energy = -10058.687 eV
Lowest unoccupied orbital energy (spin up / spin down) = 0.0153 / -0.0101 Eh
Molecular weight = 102.11 g mol⁻¹
Net charge = 0

```
14
Properties=species:S:1:pos:R:3:mulliken_charge:R:1
C 1.214 1.339 -0.216 -0.80
C 1.628 0.147 -0.423 0.60
C 0.712 -1.081 -0.641 -0.49
C -1.226 0.216 -0.402 0.00
C -1.464 0.174 1.066 -0.93
O -0.539 -0.681 -1.107 -0.31
F 2.936 -0.336 -0.468 -0.28
H 1.503 2.337 -0.026 0.38
H 1.144 -1.738 -1.401 0.33
H 0.667 -1.633 0.307 0.26
H -1.945 0.739 -1.019 0.32
H -1.580 1.181 1.454 0.32
H -0.652 -0.308 1.601 0.28
H -2.398 -0.358 1.275 0.33
```



2.
Molecular formula: C6H7BrN4
Method: DFT, ωB97M-V/def2-TZVPD

Calculated values
ΔE to the lowest compared entry with this formula, charge and spin = 132.9 kcal per mole
HOMO energy (spin up / spin down) = -9.13 / -8.43 eV
DFT total energy = -82331.818 eV
Lowest unoccupied orbital energy (spin up / spin down) = -0.0160 / -0.0396 Eh
Molecular weight = 215.05 g mol⁻¹
Net charge = 0

```
18
Properties=species:S:1:pos:R:3:mulliken_charge:R:1
C 0.074 0.451 -1.182 0.24
C 0.731 -1.487 -0.460 0.94
C -2.380 0.895 0.304 -0.05
C -0.574 1.806 -1.150 -0.12
C -1.505 1.812 0.063 -0.69
C 1.283 -2.592 0.450 -0.94
N 0.120 -0.370 -2.166 -0.48
N 0.570 -1.528 -1.747 -0.59
N 0.447 0.156 1.170 -1.29
N 0.416 -0.279 -0.054 0.84
Br -3.303 -0.579 -0.097 -0.02
H 0.155 2.751 -1.168 0.24
H -1.270 1.745 -2.011 0.28
H -1.402 2.648 0.675 0.47
H 0.398 1.181 1.313 0.28
H 1.520 -3.277 -0.371 0.31
H 2.053 -2.078 1.025 0.33
H 0.327 -2.909 0.918 0.24
```



3.
Molecular formula: CH2N2OS
Method: DFT, ωB97M-V/def2-TZVPD

Calculated values
ΔE to the lowest compared entry with this formula, charge and spin = 66.3 kcal per mole
HOMO energy (spin up / spin down) = -6.98 / -6.94 eV
DFT total energy = -16927.441 eV
Lowest unoccupied orbital energy (spin up / spin down) = -0.0355 / -0.0326 Eh
Molecular weight = 90.11 g mol⁻¹
Net charge = 0

```
7
Properties=species:S:1:pos:R:3:mulliken_charge:R:1
C 1.380 0.122 0.833 0.22
N -0.280 -0.621 2.690 0.05
N 0.509 -0.197 0.005 -0.22
O -1.378 -0.360 2.293 -0.27
S 2.934 0.357 1.214 -0.24
H -0.435 -0.313 0.422 0.23
H 0.585 -0.228 -1.005 0.23
```



4.
Molecular formula: C7H6NO2S
Method: DFT, ωB97M-V/def2-TZVPD

Calculated values
ΔE to the lowest compared entry with this formula, charge and spin = 44.1 kcal per mole
HOMO energy = -14.17 eV
DFT total energy = -23763.211 eV
Lowest unoccupied orbital energy = -0.2512 Eh
Molecular weight = 168.20 g mol⁻¹
Net charge = +1

```
17
Properties=species:S:1:pos:R:3:mulliken_charge:R:1
C -2.782 -1.413 -2.113 0.15
C 2.658 0.651 0.512 -0.51
C 2.405 -0.637 0.947 0.02
C 1.674 1.468 -0.038 -0.63
C 1.110 -1.334 0.878 -0.86
C 0.376 0.943 0.215 0.09
C 0.274 -0.347 0.518 0.67
N -2.398 -1.042 -1.094 -0.32
O -2.291 1.645 -0.141 -0.51
O -4.227 0.307 0.647 -0.41
S -2.818 0.440 0.441 0.74
H -3.114 -1.691 -3.101 0.37
H 3.623 0.863 0.563 0.50
H 3.289 -1.382 1.183 0.30
H 1.691 2.459 -0.419 0.45
H 1.171 -2.400 1.015 0.41
H -0.642 1.471 -0.013 0.55
```



5.
Molecular formula: H30NO13
Method: DFT, ωB97M-V/def2-TZVPD

Calculated values
ΔE to the lowest compared entry with this formula, charge and spin = 172.5 kcal per mole
HOMO energy = -13.18 eV
DFT total energy = -28585.845 eV
Lowest unoccupied orbital energy = -0.1304 Eh
Molecular weight = 252.23 g mol⁻¹
Net charge = +1

```
44
Properties=species:S:1:pos:R:3:mulliken_charge:R:1
N -0.066 -0.034 0.010 0.53
H 0.215 -0.328 -0.872 0.04
H 0.448 0.868 0.342 0.15
H 0.309 -0.779 0.469 0.12
H -1.017 0.069 0.201 0.28
O 3.361 2.229 -1.005 -0.62
H 2.937 2.138 -0.189 0.37
H 2.889 1.733 -1.712 0.28
O -1.677 -2.495 1.166 -0.61
H -1.818 -2.726 0.255 0.25
H -1.851 -3.375 1.496 0.28
O -1.391 0.780 3.061 -0.53
H -2.282 0.868 3.365 0.26
H -0.791 0.295 3.601 0.32
O -0.608 -2.958 -1.937 -0.54
H 0.484 -3.134 -1.875 0.31
H -0.465 -2.194 -2.396 0.19
O 1.515 2.284 1.363 -0.64
H 1.972 1.533 1.868 0.29
H 1.851 3.120 1.413 0.25
O 1.627 -0.034 -2.387 -0.47
H 1.703 0.532 -3.045 0.25
H 2.161 -0.826 -2.624 0.25
O 1.397 -2.719 -0.145 -0.60
H 1.631 -3.315 -0.947 0.34
H 1.770 -1.761 -0.074 0.32
O -0.838 1.878 -1.922 -0.41
H -1.134 1.235 -2.537 0.23
H -0.217 2.306 -2.414 0.19
O -0.143 -1.708 3.370 -0.62
H -0.833 -1.939 2.867 0.30
H 0.109 -2.570 3.602 0.28
O -3.049 1.599 -0.151 -0.66
H -2.584 2.357 0.254 0.44
H -3.394 1.802 -1.010 0.25
O -1.328 -0.321 -3.116 -0.70
H -0.893 -0.888 -3.914 0.35
H -2.218 -0.607 -3.049 0.28
O 1.801 -0.580 2.235 -0.47
H 2.527 -1.159 2.317 0.30
H 1.222 -1.096 2.596 0.24
O -1.453 3.408 0.615 -0.68
H -0.644 3.329 1.116 0.28
H -1.235 3.179 -0.260 0.33
```



6.
Molecular formula: C23H40Cl3N4O3SiYb
Method: DFT, ωB97M-V/def2-TZVPD

Calculated values
ΔE to the lowest compared entry with this formula, charge and spin = 0.0 kcal per mole
HOMO energy (spin up / spin down) = -8.60 / -8.60 eV
DFT total energy = -113585.746 eV
Lowest unoccupied orbital energy (spin up / spin down) = 0.0121 / 0.0121 Eh
Molecular weight = 728.08 g mol⁻¹
2S+1 = 2
Net charge = 0

```
75
Properties=species:S:1:pos:R:3:mulliken_spin:R:1
C -1.854 0.905 -4.027 0.00
C -2.386 -0.474 -4.082 0.00
H -1.306 1.147 -4.939 0.00
H -1.175 1.031 -3.163 0.00
H -2.678 1.666 -3.911 0.00
C -2.605 -1.215 -5.182 0.00
C -2.387 -0.759 -6.579 0.00
H -2.985 -2.223 -5.061 0.00
H -1.487 -0.149 -6.685 0.00
H -3.240 -0.168 -6.956 0.00
H -2.286 -1.632 -7.269 0.00
Yb 2.521 2.922 2.588 1.00
Cl 1.185 4.473 3.932 0.00
Cl 1.075 2.952 0.625 0.00
C 0.180 1.327 3.302 0.00
O 1.409 1.204 3.425 0.00
N -0.615 0.347 3.681 0.00
C -0.060 -0.990 3.886 0.00
C -2.009 0.546 3.917 0.00
H -0.315 2.224 2.862 0.00
H 1.037 -0.933 3.969 0.00
H -0.328 -1.643 3.024 0.00
H -0.489 -1.432 4.794 0.00
H -2.238 1.619 3.797 0.00
H -2.272 0.230 4.939 0.00
H -2.605 -0.035 3.196 0.00
H 4.512 3.049 -1.825 0.00
H 2.950 0.910 -1.352 0.00
C 5.282 2.568 -1.189 0.00
C 3.913 0.519 -0.976 0.00
N 4.681 1.573 -0.362 0.00
H 5.759 3.339 -0.568 0.00
C 4.630 1.726 0.972 0.00
O 3.725 1.254 1.679 0.00
H 3.707 -0.282 -0.241 0.00
H 5.508 2.235 1.418 0.00
H 6.033 2.096 -1.843 0.00
H 4.489 0.113 -1.824 0.00
O -1.534 -1.826 -2.238 0.00
C -2.682 -1.123 -2.716 0.00
C -3.728 -3.429 -2.901 0.00
C -3.881 -2.045 -2.788 0.00
H -2.719 -3.857 -2.913 0.00
C -4.863 -4.241 -2.991 0.00
H -2.918 -0.301 -2.018 0.00
C -5.166 -1.474 -2.774 0.00
H -4.733 -5.318 -3.074 0.00
C -6.137 -3.677 -2.972 0.00
C -6.282 -2.292 -2.864 0.00
H -5.254 -0.388 -2.706 0.00
H -7.018 -4.316 -3.041 0.00
H -7.272 -1.841 -2.847 0.00
Si -0.995 -1.839 -0.656 0.00
Cl 4.163 4.581 1.771 0.00
C 0.050 -3.362 -0.543 0.00
C -2.453 -1.932 0.513 0.00
C 0.003 -0.333 -0.296 0.00
H -0.440 -4.234 -1.016 0.00
H 0.263 -3.628 0.510 0.00
H 1.022 -3.215 -1.052 0.00
H 0.890 -0.244 -0.959 0.00
H 0.396 -0.339 0.746 0.00
H -0.566 0.615 -0.402 0.00
H -3.179 -2.719 0.217 0.00
H -3.011 -0.975 0.578 0.00
H -2.110 -2.178 1.541 0.00
N 5.291 2.881 4.422 0.00
C 5.771 2.918 5.684 0.00
C 4.687 2.873 6.558 0.00
C 3.510 2.816 5.728 0.00
N 3.885 2.820 4.447 0.00
H 5.769 2.934 3.532 0.00
H 6.798 2.965 5.892 0.00
H 4.689 2.885 7.616 0.00
H 2.479 2.799 6.043 0.00
```